This record from the OMol25 dataset describes a 2-piece molecular cluster, C3H9N2S overall at a distorted geometry. The level of theory is ωB97M-V with the def2-TZVPD basis set.

Last column: natural (NBO) charge in e.
Element x y z (Å)
C  -3.2420  -0.9611  -0.1277  -0.5244
C  -1.9366  -0.3101  -0.0484  0.1804
C  2.5841  0.2264  0.4643  -0.4139
N  -0.6852  -0.4381  -0.0112  -0.7329
N  1.6712  0.9741  -0.4421  -0.7536
S  -3.1714  0.8022  0.1546  0.3323
H  -3.4733  -1.2427  -1.0731  0.2323
H  -3.7649  -1.5841  0.7141  0.2635
H  2.6090  -0.6721  -0.1739  0.2236
H  3.4937  0.6971  0.5898  0.2277
H  2.1505  0.1118  1.5251  0.2430
H  0.5323  0.6865  -0.2628  0.4789
H  -0.3683  -1.3690  0.1273  0.3829
H  1.9416  1.0867  -1.4224  0.4369
H  1.6593  1.9924  -0.0136  0.4233

Computed properties:
HOMO-LUMO gap   9.99 eV
Total energy   -17063.7719 eV
LUMO level   -3.189 eV
Relative energy (zero: lowest compared OMol25 entry of this formula, charge and spin)   231.06 kJ/mol
Charge   +1

***

This record from the OMol25 dataset describes C19H19N4O4Sn as an isolated structure at a distorted geometry. The level of theory is ωB97M-V with the def2-TZVPD basis set.

Last column: natural (NBO) charge in e.
Element x y z (Å)
Sn  -2.1247  -1.2705  0.1425  1.7056
C  -1.5402  -2.5755  3.1299  -0.2752
O  -0.6914  -1.8526  2.2082  -0.5606
C  0.6453  -1.9728  2.3599  0.4833
C  1.2588  -2.6454  3.4008  -0.3247
C  2.6272  -2.8814  3.3642  -0.0034
C  3.4063  -2.4923  2.2630  -0.2165
C  2.8318  -1.8023  1.2364  -0.0991
C  1.4552  -1.4428  1.3075  -0.0340
N  0.9177  -0.5414  0.4678  -0.0197
N  1.4880  -0.0149  -0.4810  -0.0498
C  1.3311  0.3264  -1.7015  0.1929
C  0.0883  -0.1895  -2.3775  0.5199
O  -0.7500  -0.7633  -1.6413  -0.7576
C  -0.0704  0.1204  -3.7345  -0.3504
C  0.8639  0.8525  -4.4173  0.0741
C  2.0283  1.4102  -3.7974  -0.1385
C  2.9580  2.1606  -4.5202  -0.0851
C  4.0682  2.7077  -3.8879  -0.1392
C  4.2837  2.4721  -2.5372  -0.1457
C  3.3816  1.7108  -1.8048  -0.1311
C  2.2475  1.1862  -2.4190  -0.0358
H  -1.1732  -3.5887  3.2830  0.2309
H  -2.5285  -2.6325  2.6716  0.2015
H  -1.6162  -2.0496  4.0813  0.2325
H  0.6881  -2.9971  4.2478  0.2644
H  3.0957  -3.3973  4.1921  0.2685
H  4.4645  -2.7132  2.2401  0.2719
H  3.4200  -1.4567  0.3963  0.2481
H  -0.9686  -0.2332  -4.2242  0.2692
H  0.7190  1.0378  -5.4754  0.2607
H  2.8093  2.3111  -5.5818  0.2522
H  4.7605  3.3245  -4.4439  0.2642
H  5.1595  2.8788  -2.0505  0.2589
H  3.5496  1.5279  -0.7512  0.2279
C  -6.4831  0.3137  1.1427  -0.2633
O  -5.5007  1.3359  1.4401  -0.4315
C  -4.2506  1.1300  1.2145  0.9416
O  -3.7730  0.0491  0.7700  -0.8819
N  -3.4575  2.1680  1.4812  -0.4307
N  -2.0848  2.0872  1.2290  -0.6580
H  -7.4402  0.7671  1.3742  0.2476
H  -6.3254  -0.5630  1.7669  0.2068
H  -6.4452  0.0443  0.0893  0.2087
H  -3.8862  3.0180  1.8277  0.4309
H  -1.5813  2.4123  2.0486  0.3895
H  -1.8561  2.7237  0.4700  0.3801

Computed properties:
HOMO-LUMO gap   5.96 eV
Total energy   -39963.5768 eV
LUMO level   -11.574 eV
Relative energy (zero: lowest compared OMol25 entry of this formula, charge and spin)   123.97 kJ/mol
Charge   +3

***

This record from the OMol25 dataset describes an isolated ion of composition C4H9N2O and charge +1 at a distorted geometry. The level of theory is ωB97M-V with the def2-TZVPD basis set.

Last column: natural (NBO) charge in e.
Element x y z (Å)
C  -0.4842  0.2294  1.9232  0.0545
C  0.6217  -0.1745  1.2897  -0.3109
C  -0.5299  0.9038  -0.6496  0.5392
C  0.7155  -1.0768  -1.0068  -0.3653
N  -1.3884  0.9390  1.4177  -0.6680
N  0.5480  0.2158  -0.1268  -0.4303
O  -0.2141  2.1184  -1.0853  -0.6229
H  -0.6007  0.0297  2.9219  0.2322
H  1.2228  -1.0761  1.4482  0.2408
H  -1.3335  0.3797  -1.0128  0.2171
H  -0.1139  -1.6646  -0.8562  0.2339
H  0.9478  -0.7468  -2.0610  0.2320
H  1.5445  -1.5784  -0.7256  0.2336
H  -1.9638  1.5889  1.9524  0.4112
H  1.3090  0.8708  -0.2127  0.4567
H  -0.9367  2.6170  -1.5653  0.5462

Computed properties:
HOMO-LUMO gap (alpha / beta)   7.68 / 7.68 eV
Total energy   -9310.4873 eV
LUMO level (alpha / beta)   -4.615 / -4.615 eV
Relative energy (zero: lowest compared OMol25 entry of this formula, charge and spin)   533.41 kJ/mol
Charge   +1

***

This record from the OMol25 dataset describes C32H34BN13O3Rb as an isolated structure. The level of theory is ωB97M-V with the def2-TZVPD basis set.

Last column: Mulliken charge in e.
Element x y z (Å)
Rb  0.0686  -0.1841  0.5728  0.7703
C  3.5534  1.4404  3.3823  -0.8916
C  3.3725  0.6119  2.2644  -0.3208
N  2.6225  1.1984  1.3404  -0.7001
N  2.3017  2.4087  1.8397  0.6238
C  2.8500  2.5797  3.0564  -0.3219
B  1.4407  3.4799  1.1118  0.1427
N  0.0018  3.5029  1.6755  0.0326
C  -0.5841  4.5276  2.3251  -0.3242
C  -1.8599  4.1427  2.6795  -1.0172
C  -1.9615  2.8314  2.1852  -0.4126
N  -0.8391  2.4562  1.5900  0.3239
N  1.4716  3.2810  -0.4101  0.1120
C  2.0926  4.0960  -1.2849  -0.3240
C  1.9156  3.5891  -2.5531  -0.9231
C  1.1539  2.4282  -2.3401  -0.2661
N  0.8934  2.2471  -1.0542  -0.1415
H  4.1142  1.2437  4.2803  0.4486
H  3.7619  -0.3802  2.0896  0.4635
H  2.7016  3.4989  3.5998  0.4620
H  1.9174  4.5655  1.3551  -0.2078
H  -0.0534  5.4521  2.4816  0.4200
H  -2.6015  4.7205  3.2044  0.3787
H  -2.7894  2.1401  2.2365  0.3893
H  2.6080  4.9768  -0.9401  0.4206
H  2.2767  3.9936  -3.4829  0.3558
H  0.7862  1.7178  -3.0652  0.3930
N  -4.9979  -5.4148  0.8044  0.1611
C  -5.9282  -6.3433  0.3906  0.7514
C  -6.0901  -7.6982  0.6578  -1.1495
C  -7.1685  -8.3228  0.0610  -0.3999
C  -8.0545  -7.6206  -0.7713  -0.4870
C  -7.8833  -6.2757  -1.0333  -0.7583
C  -6.7978  -5.6285  -0.4446  0.5484
N  -6.3888  -4.3099  -0.5462  -0.7010
C  -5.3199  -4.2272  0.1988  -0.1366
C  -4.5138  -3.0132  0.3806  0.6062
C  -4.6368  -1.9707  -0.5319  -0.5379
C  -3.8503  -0.8472  -0.3558  -0.6630
N  -2.9897  -0.6997  0.6502  -0.2765
C  -2.8787  -1.6975  1.5215  -0.2564
C  -3.6139  -2.8711  1.4264  -0.1689
H  -4.1545  -5.6024  1.3172  0.2459
H  -5.4057  -8.2406  1.2969  0.3936
H  -7.3331  -9.3779  0.2375  0.3747
H  -8.8863  -8.1500  -1.2178  0.3700
H  -8.5605  -5.7303  -1.6770  0.4360
H  -5.3229  -2.0582  -1.3622  0.5026
H  -3.9067  -0.0229  -1.0581  0.3862
H  -2.1680  -1.5508  2.3285  0.4014
H  -3.4787  -3.6387  2.1785  0.4763
N  1.2008  -0.8869  5.0434  0.0851
C  0.8033  0.3935  5.3501  -0.6929
C  -0.1675  0.6967  4.4455  -0.3261
N  -0.3741  -0.3695  3.6003  0.0299
C  0.4677  -1.3010  3.9794  -0.6458
H  1.9433  -1.4044  5.4763  0.2138
H  1.2573  0.9636  6.1408  0.4156
H  -0.7125  1.6190  4.3295  0.4161
H  0.5936  -2.2741  3.5201  0.4371
C  1.7001  -4.5996  -2.2998  -1.3282
C  0.2093  -4.8934  -2.4168  -1.2473
C  -0.5021  -4.9040  -1.0555  2.8576
C  -1.9943  -5.3068  -1.1906  -1.2522
C  -2.7899  -4.6007  -2.2805  -1.4452
C  0.1325  -5.9865  -0.2006  -0.2208
O  0.2253  -7.1450  -0.5705  -0.6887
N  0.5746  -5.5936  1.0203  0.0848
C  0.5482  -4.2806  1.5514  0.1134
O  0.9892  -4.1666  2.6933  -0.8416
N  0.0585  -3.2744  0.8125  0.0981
C  -0.4181  -3.4970  -0.4320  -0.2753
O  -0.8229  -2.5637  -1.1313  -0.7535
H  2.1648  -4.5682  -3.2864  0.4695
H  2.2154  -5.3654  -1.7159  0.2815
H  1.8733  -3.6331  -1.8220  0.2686
H  0.0501  -5.8642  -2.8917  0.4305
H  -0.2690  -4.1285  -3.0270  0.4049
H  -2.4673  -5.1198  -0.2197  0.0974
H  -2.0216  -6.3862  -1.3566  0.6803
H  -2.7253  -3.5192  -2.1784  0.1542
H  -3.8390  -4.9001  -2.2223  0.4462
H  -2.4270  -4.8738  -3.2724  0.4605
H  0.9847  -6.2962  1.6170  0.2676

Computed properties:
HOMO-LUMO gap   8.26 eV
Total energy   -60590.0420 eV
LUMO level   2.105 eV
Relative energy (zero: lowest compared OMol25 entry of this formula, charge and spin)   65.75 kJ/mol
Charge   -1